A gas-phase ion, C24H34N3O3 (charge +1). Source: the OMol25 dataset; level of theory: ωB97M-V/def2-TZVPD.

Geometry as ORCA input:
```
! RIJCOSX wB97M-V def2-TZVPD def2/J DEFGRID3
* xyz 1 1
O 5.259 2.679 0.419
O 4.573 -2.737 -0.350
O 0.768 -1.585 -2.194
N -0.526 0.024 -0.829
N -3.294 0.137 -0.278
N 2.847 -1.143 -1.453
C 5.827 -0.877 0.658
C -6.891 -0.377 -1.096
C -1.086 -0.572 0.402
C -2.783 0.663 -1.521
C 1.551 -0.903 -1.537
C 3.859 -0.539 -0.673
C -5.522 -0.266 -1.247
C 4.982 5.016 0.139
C -1.357 1.159 -1.274
C -7.480 -0.229 0.153
C 5.942 0.486 0.815
C 5.036 1.365 0.216
C -6.659 0.051 1.237
C 5.187 -4.036 1.636
C 3.989 0.837 -0.535
C 4.788 -1.418 -0.094
C -4.710 0.006 -0.153
C -4.449 0.507 2.311
C 5.464 -3.714 0.173
C -5.284 0.178 1.109
C 0.922 0.279 -0.761
C -8.962 -0.335 0.322
C 4.440 3.642 -0.219
C -2.524 -1.015 0.136
H -2.523 -1.811 -0.629
H 3.307 1.488 -1.055
H -2.953 -1.425 1.049
H 6.502 -3.400 0.024
H -9.215 -0.715 1.308
H 6.008 5.109 -0.204
H -4.156 -0.400 2.840
H 3.152 -2.012 -1.887
H 4.466 3.495 -1.308
H 4.165 -4.388 1.753
H 1.154 1.218 -1.265
H 3.401 3.540 0.129
H -1.070 0.181 1.193
H -3.408 1.499 -1.837
H -5.089 -0.397 -2.227
H -3.551 1.044 2.016
H -2.758 -0.085 -2.334
H 1.291 0.321 0.264
H -7.103 0.183 2.213
H 5.865 -4.816 1.968
H -7.506 -0.588 -1.958
H -5.018 1.121 3.003
H -9.393 -0.988 -0.432
H -9.418 0.650 0.215
H -0.537 -0.743 -1.586
H 6.561 -1.515 1.121
H 4.964 5.153 1.217
H -1.361 1.922 -0.493
H -0.474 -1.426 0.694
H 5.325 -3.160 2.266
H 5.279 -4.598 -0.443
H -0.939 1.573 -2.193
H 4.377 5.787 -0.330
H 6.748 0.905 1.394
*
```

As for the HOMO-LUMO gap: 8.38 eV. The structure (SMILES) is CCOc1ccc(OCC)c(NC(=O)C[NH+]2CCN(c3ccc(C)cc3C)CC2)c1. For the energy above the lowest of the compared OMol25 structures with the same formula, charge and spin, the calculation gives 9.1 kJ/mol. The largest force on an atom is 0.89 eV/Å. For the HOMO energy, the calculation gives -0.3902 Ha.